Entry 1:
A structure of composition C33H34CrN3O3SSe2. Source: OMol25; level of theory: ωB97M-V with the def2-TZVPD basis set.

Element x y z (Å)
Cr1 0.541 0.755 0.232
C1 6.141 -0.977 1.038
Se1 4.328 -0.353 1.346
C2 3.613 -2.102 1.845
C3 2.228 -2.115 2.506
Se2 1.005 -0.580 2.504
C4 1.905 0.537 3.809
H1 6.177 -1.657 0.190
H2 6.524 -1.466 1.931
H3 6.742 -0.096 0.823
H4 4.342 -2.524 2.536
H5 3.593 -2.724 0.953
H6 2.309 -2.335 3.570
H7 1.618 -2.898 2.061
H8 2.008 -0.055 4.716
H9 1.257 1.386 3.985
H10 2.874 0.847 3.431
O1 -0.761 1.790 2.850
S1 -1.901 1.850 1.965
O2 -2.691 3.050 1.966
N1 -1.375 1.470 0.495
C5 -1.919 2.076 -0.644
C6 -3.210 2.500 -0.824
C7 -3.627 3.028 -2.064
C8 -2.776 3.137 -3.125
C9 -1.434 2.718 -2.976
C10 -0.460 2.820 -3.992
C11 0.828 2.432 -3.752
C12 1.150 1.901 -2.493
N2 0.257 1.764 -1.544
C13 -1.023 2.188 -1.742
C14 -2.974 0.520 2.437
C15 -3.993 0.804 3.338
C16 -4.819 -0.222 3.772
C17 -4.624 -1.515 3.307
C18 -3.607 -1.787 2.405
C19 -2.771 -0.770 1.967
H11 -3.916 2.434 -0.009
H12 -4.656 3.349 -2.167
H13 -3.107 3.540 -4.073
H14 -0.746 3.220 -4.957
H15 1.596 2.515 -4.507
H16 2.161 1.588 -2.260
H17 -4.140 1.821 3.674
H18 -5.620 -0.009 4.468
H19 -5.275 -2.312 3.643
H20 -3.464 -2.794 2.033
H21 -1.977 -0.978 1.261
C20 3.006 -3.818 -1.330
C21 1.768 -4.183 -0.806
C22 0.805 -3.220 -0.561
C23 1.041 -1.872 -0.851
C24 2.290 -1.520 -1.356
C25 3.266 -2.482 -1.590
N3 -0.018 -0.931 -0.700
C26 -0.993 -1.076 -1.709
C27 -2.343 -0.811 -1.460
C28 -3.294 -0.902 -2.464
C29 -2.940 -1.281 -3.751
C30 -1.608 -1.575 -4.008
C31 -0.652 -1.476 -3.011
H22 3.759 -4.570 -1.529
H23 1.555 -5.224 -0.595
H24 -0.171 -3.498 -0.180
H25 2.491 -0.484 -1.595
H26 4.228 -2.183 -1.988
H27 -2.655 -0.540 -0.463
H28 -4.328 -0.681 -2.227
H29 -3.685 -1.354 -4.532
H30 -1.303 -1.884 -5.001
H31 0.378 -1.710 -3.249
C32 2.200 3.948 1.742
C33 2.760 2.807 0.923
O3 1.859 1.965 0.636
H32 1.232 3.730 2.201
H33 2.087 4.783 1.041
H34 2.932 4.271 2.483

Properties
frontier orbital gap (spin up / spin down) = 6.619 / 6.927 eV
spin multiplicity = 4
largest force on an atom = 0.931 eV/A
energy above the lowest of the compared OMol25 structures with the same formula, charge and spin = 44.18 kcal per mole
charge = 0

These are the Löwdin partial charges, in e, on atoms 1 to 6:
1 Cr 0.69
2 C -0.41
3 Se 0.95
4 C -0.51
5 C -0.48
6 Se 1.01



Entry 2:
The molecule C2H4N4O2 in a non-equilibrium geometry. Source: OMol25; level of theory: ωB97M-V with the def2-TZVPD basis set.

Element x y z (Å)
C1 -0.214 0.880 -0.626
C2 0.670 -0.681 0.757
H1 -1.866 0.880 -1.866
H2 -0.927 2.366 -1.873
H3 1.558 -1.705 2.077
H4 -2.253 -1.087 0.052
N1 -1.060 1.379 -1.527
N2 0.934 1.348 -0.158
N3 0.692 -1.618 1.579
N4 -0.406 -0.395 -0.105
O1 1.399 0.411 0.727
O2 -1.445 -1.242 -0.439

Properties
frontier orbital gap = 8.726 eV
largest force on an atom = 3.524 eV/A
energy above the lowest of the compared OMol25 structures with the same formula, charge and spin = 61.79 kcal per mole
charge = 0

These are the Löwdin partial charges, in e, on atoms 1 to 6:
1 C -0.39
2 C -0.49
3 H 0.10
4 H 0.15
5 H 0.05
6 H 0.12



Entry 3:
A cluster of 5 separate species, C18H31BrCl8N3O4P3S in total in a non-equilibrium geometry. Source: OMol25; level of theory: ωB97M-V with the def2-TZVPD basis set.

Element x y z (Å)
C1 -2.306 -1.824 1.026
C2 -1.634 -0.828 0.452
C3 -0.603 0.215 -0.294
P1 1.036 -0.701 -0.028
O1 2.380 -0.044 -0.843
O2 1.347 -1.038 1.632
C4 -0.862 1.662 0.461
C5 0.344 2.434 1.158
C6 1.633 2.802 0.274
C7 1.437 2.936 -1.309
N1 2.692 3.543 -1.927
N2 -2.058 1.270 1.344
C8 -1.951 1.738 2.552
S1 -1.716 2.086 4.186
N3 -1.606 2.559 -0.521
C9 -1.664 1.836 -1.811
O3 -2.053 2.581 -2.774
C10 -1.293 0.231 -1.802
P2 0.046 -0.336 -3.083
O4 -0.418 -1.889 -3.741
Br1 0.195 1.213 -4.787
P3 -3.024 -0.519 -2.018
C11 -4.400 0.490 -1.212
C12 -5.052 1.655 -2.153
C13 -3.464 -1.027 -3.768
C14 -3.119 0.005 -4.958
H1 -2.916 -2.387 1.830
H2 2.619 -0.663 -1.589
H3 1.750 -0.264 2.104
H4 0.749 1.906 2.119
H5 -0.077 3.454 1.548
H6 2.009 3.844 0.647
H7 2.486 2.069 0.592
H8 0.599 3.719 -1.518
H9 1.136 1.969 -1.859
H10 3.345 2.744 -1.993
H11 2.412 3.857 -2.879
H12 -1.304 3.545 -0.531
H13 0.121 -2.061 -4.558
H14 -5.274 -0.256 -0.997
H15 -4.145 0.970 -0.201
H16 -4.946 2.656 -1.571
H17 -4.540 1.764 -3.173
H18 -6.187 1.486 -2.282
H19 -3.006 -2.066 -4.001
H20 -4.621 -1.195 -3.798
H21 -3.976 -0.089 -5.748
H22 -3.080 1.113 -4.667
H23 -2.173 -0.385 -5.493
C15 5.288 1.023 2.321
Cl1 5.819 -0.166 1.127
Cl2 3.707 0.593 2.987
H24 6.015 1.061 3.132
H25 5.218 1.999 1.842
C16 -4.377 1.398 7.278
Cl3 -4.758 -0.324 7.403
Cl4 -3.814 2.040 8.826
H26 -3.593 1.534 6.532
H27 -5.273 1.938 6.975
C17 5.660 -4.166 0.935
Cl5 7.014 -3.415 1.790
Cl6 4.668 -2.951 0.119
H28 6.052 -4.862 0.193
H29 5.044 -4.702 1.653
C18 4.465 -7.703 1.768
Cl7 5.819 -6.951 2.622
Cl8 3.473 -6.489 0.951
H30 4.857 -8.398 1.025
H31 3.847 -8.240 2.487

Properties
frontier orbital gap = 6.787 eV
largest force on an atom = 8.002 eV/A
charge = 0

These are the Löwdin partial charges, in e, on atoms 1 to 6:
1 C 0.10
2 C -0.21
3 C -0.42
4 P 0.91
5 O -0.39
6 O -0.31



no.,E (eV)
1,-215333.6849
2,-12190.8082
3,-240743.7070